No. 1
{
  "formula": "C2H7BrN2",
  "method": "ωB97M-V with the def2-TZVPD basis set",
  "symbols": ["Br", "C", "H", "H", "H", "C", "N", "H", "H", "H", "H", "N"],
  "xyz": [[-1.88526, 1.22070, 2.00794], [1.87931, 0.23553, 0.41905], [-1.88471, -1.33892, -0.23569], [-0.16168, 1.00388, 0.44471], [-1.65969, -1.20720, -1.82650], [-1.45287, -0.65380, -0.94774], [-0.07635, -0.71648, -0.58392], [2.40412, 0.59601, -0.50073], [-1.86386, 0.36993, -0.65999], [2.18842, -0.72702, 0.58603], [2.10379, 1.05560, 1.18202], [0.40877, 0.16177, 0.11481]],
  "mulliken_charge": [-0.732, -0.707, 0.335, 0.160, 0.322, -0.617, -0.382, 0.315, 0.280, 0.303, 0.286, 0.437],
  "e_tot_ev": -75207.8914,
  "relative_energy_ev": 0.328,
  "gap_ev": 6.64
}



No. 2
{
  "formula": "C2H7BrSi",
  "method": "ωB97M-V with the def2-TZVPD basis set",
  "symbols": ["H", "H", "H", "H", "C", "Si", "H", "Br", "H", "C", "H"],
  "xyz": [[-0.71123, 0.32707, 1.80223], [0.48845, 1.64583, -0.48154], [1.30818, 0.87248, 0.79166], [-1.62132, -1.89353, 1.61731], [0.38853, -0.34405, -0.60863], [-1.07192, -0.68205, 0.76989], [1.12255, -1.22612, -0.67271], [-2.91577, -0.14993, -0.52402], [-0.14955, -0.43280, -1.52601], [1.17248, 0.92782, -0.25664], [1.98960, 0.95528, -0.91155]],
  "mulliken_charge": [-0.117, 0.342, 0.307, -0.102, -0.631, 0.533, 0.304, -0.271, 0.381, -1.109, 0.364],
  "e_tot_ev": -80107.5663,
  "relative_energy_ev": 0.793,
  "gap_ev": 10.82,
  "smiles": "CC[SiH2]Br"
}